(1)
Formula: C22H30O2SiY
Source: OMol25
Level of theory: ωB97M-V/def2-TZVPD

```
56
Properties=species:S:1:pos:R:3:forces:R:3
C 0.71240 1.61370 1.47090 0.39 2.07 0.59
C 1.11760 1.99900 0.16690 0.27 1.74 0.73
C -0.04330 2.21260 -0.60530 -0.12 1.87 -0.16
H 2.13390 2.10690 -0.17530 0.10 -0.03 -0.04
C -1.16870 1.95560 0.20840 -0.16 1.71 0.62
C -0.69790 1.58380 1.49440 -0.38 1.92 0.73
H -1.31040 1.32850 2.34370 -0.09 -0.02 0.10
H 1.36610 1.38440 2.29640 0.01 0.06 -0.01
H -0.06770 2.48070 -1.64780 -0.02 0.06 -0.06
H -2.19950 2.02010 -0.09820 -0.10 -0.03 -0.05
Y 0.00000 0.00000 0.00000 0.42 -7.39 -0.81
C -0.37250 -0.57930 -2.04080 0.00 -0.03 -2.66
H -1.31230 -0.12660 -2.37600 -0.08 0.05 -0.31
H -0.44070 -1.64510 -2.28800 0.03 0.10 0.13
H 0.41530 -0.17100 -2.68390 -0.10 0.13 -0.43
Si -0.55630 -2.04120 -6.11640 -0.06 -0.09 -0.09
C 1.23920 -1.80680 -6.59040 -0.05 -0.01 0.05
C 1.89260 -0.59750 -6.33700 0.02 -0.07 -0.02
H 1.34930 0.22390 -5.88560 -0.05 0.05 0.01
C 3.22790 -0.42470 -6.66770 0.02 0.01 0.02
H 3.71660 0.51930 -6.46500 0.01 0.02 -0.02
C 3.93670 -1.46070 -7.26100 -0.02 -0.02 0.01
H 4.97860 -1.32620 -7.52110 0.00 0.00 -0.01
C 3.30400 -2.66700 -7.52390 0.03 0.01 0.00
H 3.85060 -3.47570 -7.99140 0.00 0.00 -0.01
C 1.96710 -2.83580 -7.19180 -0.03 0.04 0.03
H 1.48410 -3.78080 -7.41030 -0.02 -0.01 -0.01
C -1.55220 -0.50780 -6.51670 0.03 -0.03 0.06
C -1.35650 0.17720 -7.71930 -0.01 -0.01 0.08
H -0.60290 -0.16590 -8.41810 0.02 -0.02 -0.03
C -2.10410 1.30280 -8.02950 -0.02 0.02 -0.01
H -1.93780 1.82080 -8.96510 0.00 0.00 0.00
C -3.06360 1.76680 -7.13950 0.02 -0.01 0.01
H -3.64660 2.64630 -7.38010 0.00 0.00 -0.01
C -3.26930 1.10240 -5.93920 0.01 0.02 0.00
H -4.01210 1.46360 -5.23980 -0.03 0.01 0.00
C -2.51840 -0.02360 -5.63220 0.05 0.02 -0.06
H -2.68450 -0.52770 -4.68770 0.00 -0.05 0.03
H -0.70930 -2.31200 -4.66080 0.01 0.02 -0.08
H -1.06570 -3.23330 -6.84770 0.05 0.10 0.06
C 1.31960 -1.32690 2.45270 0.49 0.20 1.72
O 1.46230 -1.42340 1.04570 0.69 -0.18 0.51
C 1.09490 -2.70250 0.57840 0.01 -1.62 -1.29
C -0.39030 -2.97640 0.79060 0.78 -1.74 0.37
O -1.15720 -1.99280 0.12360 -0.09 -0.50 0.97
C -2.32490 -1.69810 0.85500 -1.72 0.28 0.26
H 1.47300 -2.29650 2.98040 -0.21 0.48 -0.65
H 0.31690 -0.93030 2.71450 0.47 -0.19 0.08
H 2.10800 -0.65620 2.84740 -0.59 -0.23 -0.36
H 1.31650 -2.74300 -0.50940 -0.06 0.22 0.57
H 1.71880 -3.49620 1.04860 -0.46 0.55 -0.13
H -0.62460 -3.96990 0.35090 0.11 0.48 0.33
H -0.59250 -3.03580 1.88590 -0.21 0.24 -0.72
H -2.94410 -2.61110 1.00070 0.43 0.60 0.07
H -2.07870 -1.22680 1.83190 -0.19 -0.39 -0.30
H -2.93770 -0.98290 0.26890 0.39 -0.37 0.19
```
Positions in Å, forces in eV/Å.

## Properties
energy relative to the best compared isomer or geometry (same formula, charge and spin)	33.3	kcal/mol
charge	+1
HOMO energy	-10.85	eV

Results of the Mulliken charge analysis, in e, for atoms 1 through 6: number 1, C, carries -0.624; number 2, C, carries -0.480; number 3, C, carries -0.546; number 4, H, carries 0.487; number 5, C, carries -0.345; number 6, C, carries -0.459

(2)
Formula: C22H31AlBrCsF4KLiNO7S
Source: OMol25
Level of theory: ωB97M-V/def2-TZVPD

```
71
Properties=species:S:1:pos:R:3:forces:R:3
C -3.26417 -0.99945 1.33984 -0.99 0.57 0.56
C -2.72161 -1.38385 0.20246 0.57 -0.18 -0.99
C -1.47680 -2.19452 0.20692 -0.64 -1.57 0.28
O -0.38858 -1.63821 0.87545 -0.06 0.10 -0.09
Al 0.76631 -3.07508 0.70092 0.45 -0.29 -0.69
C 2.61524 -2.76769 -0.01857 -0.20 -0.57 1.16
C 3.60020 -3.87942 0.45573 0.46 0.45 -0.99
C 3.56408 -5.04316 -0.54010 -0.27 -0.11 0.37
C 5.02957 -3.32753 0.41343 -0.12 -0.44 0.17
C 0.52908 -4.01981 2.48902 1.03 1.32 -1.35
C 0.64482 -2.98821 3.59221 -1.03 -1.06 0.49
F -0.79498 -4.59326 2.51369 -0.55 -0.08 0.53
O -0.13504 -3.83933 -0.72604 0.62 0.47 0.67
C -0.94751 -2.77699 -1.13922 -0.38 -0.10 1.35
C -0.15212 -1.67036 -1.82227 0.23 -1.50 0.36
C -0.54580 -0.44378 -2.02852 0.01 1.56 -0.57
C -2.02286 -3.29891 -2.08876 0.49 0.86 -0.31
C -1.37642 -4.14689 -3.18958 -1.09 -0.40 -0.12
C -1.67572 -5.63174 -3.03594 0.67 0.57 0.07
Br -3.58413 -6.02334 -3.04775 0.19 -0.10 -0.10
H -3.39448 -1.65691 2.19867 1.08 1.18 0.67
H -3.63775 0.00501 1.45288 -1.41 -0.30 0.03
H -3.22019 -1.16909 -0.73557 0.68 1.30 -0.24
H -1.76482 -3.07919 0.85267 -0.12 -0.50 -0.60
H 2.56240 -2.87595 -1.10062 -0.03 0.40 -0.17
H 3.06703 -1.80921 0.24749 -0.16 0.19 -0.16
H 3.36591 -4.24190 1.45697 0.03 0.00 0.16
H 4.43711 -5.68542 -0.43974 0.01 -0.16 0.12
H 3.57310 -4.63923 -1.55153 0.00 -0.03 -0.11
H 2.66564 -5.64883 -0.42232 -0.08 -0.08 -0.10
H 5.11975 -2.39124 0.95619 0.11 0.14 0.04
H 5.29913 -3.18655 -0.63226 0.04 0.32 -0.10
H 5.74736 -4.04641 0.80793 0.08 -0.02 0.18
H 1.28586 -4.79193 2.60470 -0.44 -0.55 0.37
H 0.38696 -3.46597 4.54430 0.26 0.10 0.22
H 1.64707 -2.58172 3.66159 0.14 0.15 -0.09
H -0.09635 -2.20492 3.44541 0.19 0.40 -0.15
H 0.84978 -1.93939 -2.13117 -0.24 -0.54 -0.99
H -1.21384 0.12337 -1.39819 -0.91 -0.34 -0.38
H -0.12282 0.06820 -2.88445 0.58 0.57 0.40
H -2.50296 -2.43707 -2.55511 -0.12 0.06 -0.01
H -2.81450 -3.82633 -1.56168 0.13 -0.31 0.20
H -1.75897 -3.81293 -4.15222 0.08 -0.03 -0.18
H -0.29384 -4.06842 -3.20359 0.14 0.19 0.14
H -1.18059 -6.15753 -3.84141 -0.31 -0.40 -0.16
H -1.25820 -5.96252 -2.09337 -0.21 -0.23 0.20
Li -3.01622 -3.22531 2.48009 1.01 -0.89 -0.19
C 1.54588 2.17905 -1.18643 0.08 -0.04 -0.09
C 0.53147 2.24691 -0.23974 -0.02 0.07 -0.04
C 0.15827 3.47567 0.29433 -0.15 -0.12 0.05
C 0.80319 4.62788 -0.12878 0.27 -0.38 -0.16
C 1.82809 4.57072 -1.06844 0.66 0.03 0.44
C 2.19748 3.33799 -1.59815 -0.03 -0.01 0.23
N 0.38850 5.93417 0.41898 -0.08 0.25 0.28
O -0.49215 5.93554 1.24941 0.18 -0.09 -0.16
O 0.95864 6.91909 -0.01251 -0.07 -0.15 -0.12
H 1.83190 1.22176 -1.60211 -0.02 -0.03 0.07
H 0.03268 1.34065 0.08189 0.07 -0.02 0.05
H -0.62995 3.52499 1.03217 0.03 0.16 0.02
H 2.34315 5.46781 -1.39918 -0.09 0.05 0.26
H 2.99252 3.28050 -2.33163 0.06 0.02 0.07
K 0.09651 4.70457 -3.02347 -0.82 0.13 -0.76
C -1.81150 9.49981 2.45947 0.82 -0.23 0.74
F -1.23669 10.54931 3.06813 -0.34 -0.03 -0.24
F -0.87894 8.91840 1.69811 -0.48 0.24 -0.16
F -2.14839 8.62159 3.41885 -0.24 0.19 -0.28
S -3.29192 10.02233 1.48750 1.50 -1.18 -1.75
O -2.81140 10.97268 0.52141 -0.06 0.39 0.59
O -4.20391 10.63578 2.48527 12.91 -8.22 1.76
O -3.82477 8.81839 0.91246 -0.20 -0.16 0.57
Cs -5.77379 11.64335 2.30391 -13.91 8.98 -1.26
```
Positions in Å, forces in eV/Å.

## Properties
charge	+1
HOMO energy	-9.74	eV

Results of the Mulliken charge analysis, in e, for atoms 1 through 6: number 1, C, carries -0.876; number 2, C, carries 0.329; number 3, C, carries 0.922; number 4, O, carries -0.666; number 5, Al, carries -0.383; number 6, C, carries -0.895

Molecular weight? In order: 443.47 815.38 g mol⁻¹.